No. 1
{"formula": "C53H49FN3O3P2Tc", "method": "ωB97M-V with the def2-TZVPD basis set", "species": ["Tc", "C", "P", "C", "C", "C", "C", "C", "C", "C", "C", "C", "C", "C", "C", "C", "C", "C", "C", "C", "P", "C", "C", "C", "C", "C", "C", "C", "C", "C", "C", "C", "C", "N", "H", "H", "H", "H", "H", "H", "H", "H", "H", "H", "H", "H", "H", "H", "H", "H", "H", "H", "H", "H", "H", "H", "H", "H", "H", "H", "C", "N", "C", "C", "C", "C", "C", "C", "C", "C", "H", "H", "H", "H", "H", "H", "H", "H", "H", "H", "H", "H", "C", "C", "C", "C", "C", "C", "C", "F", "C", "C", "C", "O", "C", "C", "N", "C", "C", "O", "O", "H", "H", "H", "H", "H", "H", "H", "H", "H", "H", "H"], "coordinates": [[0.47578, 0.11268, 0.34295], [0.40262, 2.58025, 3.08344], [-1.28805, 2.84834, 2.34631], [-0.79787, 3.07149, 0.57874], [0.20196, 4.14929, -2.08204], [0.54188, 5.61523, -1.95879], [-0.43957, 6.39429, -1.14561], [-1.24246, 5.78122, -0.27116], [-1.43827, 4.28285, -0.25640], [-1.56355, 4.62292, 2.70175], [-2.88457, 5.06751, 2.70279], [-3.18630, 6.40631, 2.90674], [-2.16488, 7.31771, 3.13660], [-0.84663, 6.88462, 3.15635], [-0.54901, 5.54803, 2.93476], [0.51245, 1.11058, 3.33533], [0.49938, 0.48702, 4.55418], [0.08479, -0.86089, 4.35135], [-0.12745, -1.00746, 3.01189], [-0.89103, -2.03846, 2.24115], [-1.65645, -1.12904, 0.84685], [-2.96190, -0.06434, 1.47927], [-3.61391, 0.77813, 0.57885], [-4.61927, 1.62169, 1.02085], [-4.97239, 1.62927, 2.36422], [-4.32424, 0.79504, 3.26117], [-3.31955, -0.05509, 2.82268], [-2.50156, -2.41278, -0.13210], [-3.85873, -2.31248, -0.43108], [-4.49918, -3.32817, -1.12660], [-3.80045, -4.45755, -1.52107], [-2.45351, -4.57472, -1.20778], [-1.81044, -3.56084, -0.51909], [0.18723, 0.18421, 2.35336], [0.43508, 3.08527, 4.05132], [1.17328, 3.01934, 2.45151], [0.66204, 3.63315, -2.91717], [1.06819, 6.10496, -2.76484], [-0.43711, 7.47384, -1.22111], [-1.89390, 6.37235, 0.36088], [-2.49910, 4.10287, -0.05143], [-3.68550, 4.35333, 2.54486], [-4.21665, 6.73556, 2.89822], [-2.39593, 8.36050, 3.30724], [-0.04643, 7.59046, 3.33532], [0.48900, 5.23789, 2.92719], [0.66929, 0.97101, 5.50208], [-0.10524, -1.60149, 5.11099], [-1.65480, -2.52530, 2.85053], [-0.27811, -2.81792, 1.78520], [-3.34708, 0.76871, -0.47054], [-5.12867, 2.26849, 0.31913], [-5.75660, 2.28891, 2.71244], [-4.59335, 0.80989, 4.30850], [-2.80189, -0.68012, 3.53723], [-4.42689, -1.44387, -0.12868], [-5.55215, -3.23320, -1.35472], [-4.30560, -5.24898, -2.05757], [-1.90288, -5.46337, -1.48972], [-0.77378, -3.68834, -0.24904], [3.27854, -0.43431, 1.49134], [2.65717, 0.37697, 0.42091], [3.31017, 0.07650, -0.87044], [2.85831, 1.81635, 0.70968], [1.91209, 2.63908, -0.10525], [2.33095, 3.74326, -0.73459], [1.17540, 4.59861, -1.04094], [-1.07004, 3.56446, -1.55564], [-0.81148, 2.28965, -0.73743], [0.45017, 2.22831, 0.06661], [4.33663, -0.16801, 1.56843], [3.18102, -1.48806, 1.25073], [2.77839, -0.22442, 2.43590], [4.37985, 0.28605, -0.77433], [2.88037, 0.70125, -1.64797], [3.17125, -0.96918, -1.12414], [3.90320, 2.08610, 0.52256], [2.66285, 1.94759, 1.77533], [3.37714, 4.01704, -0.79789], [0.70731, 4.75669, -0.07835], [-1.85763, 3.48130, -2.30330], [-1.35518, 1.37876, -0.96492], [2.28797, -4.22758, -5.67499], [2.10889, -5.10500, -4.44590], [3.31192, -6.00639, -4.23431], [3.12228, -6.87910, -3.00961], [2.86981, -6.02251, -1.80320], [3.21665, -6.44648, -0.54366], [2.96559, -5.64262, 0.56801], [3.31501, -6.10658, 1.77405], [2.38242, -4.41593, 0.45629], [2.02678, -3.95622, -0.82281], [1.37876, -2.66091, -0.95128], [1.14842, -1.99232, 0.10266], [0.99535, -2.27817, -2.24679], [1.25355, -3.11785, -3.30475], [1.88153, -4.28648, -3.21078], [2.26776, -4.75357, -1.95161], [0.29573, -0.99022, -2.54746], [-0.32684, -0.84217, -3.57392], [0.48596, -0.04985, -1.65893], [2.64305, -4.85452, -6.49161], [3.03362, -3.45184, -5.49528], [1.36599, -3.75880, -6.01125], [1.21743, -5.72886, -4.56830], [4.20993, -5.38983, -4.13033], [3.43757, -6.61718, -5.12793], [3.99340, -7.51080, -2.83689], [2.27071, -7.54899, -3.16556], [3.68573, -7.41044, -0.39983], [2.18909, -3.80469, 1.32531], [0.91942, -2.80890, -4.28328]], "lowdin_spin": [2.571, 0.000, 0.006, 0.023, 0.001, 0.001, 0.000, 0.000, 0.001, 0.001, 0.000, 0.000, 0.000, 0.000, 0.000, 0.017, 0.026, 0.024, 0.018, -0.002, 0.009, 0.009, 0.002, 0.000, 0.003, 0.000, 0.003, -0.001, -0.001, 0.000, -0.001, 0.000, -0.001, 0.057, 0.000, 0.000, 0.000, 0.000, 0.000, 0.000, 0.001, 0.000, 0.000, 0.000, 0.000, 0.000, 0.002, 0.001, -0.001, 0.000, 0.000, 0.000, 0.000, 0.000, 0.000, 0.000, 0.000, 0.000, 0.000, 0.000, 0.002, 0.006, 0.004, 0.006, -0.004, -0.003, 0.000, 0.012, 0.043, -0.021, -0.001, 0.000, 0.000, 0.000, 0.000, 0.000, 0.001, 0.000, 0.000, 0.000, 0.000, 0.013, 0.000, 0.000, 0.000, 0.000, 0.000, 0.000, 0.000, 0.000, 0.000, 0.001, 0.004, 0.036, 0.004, 0.002, 0.004, 0.001, 0.011, 0.016, 0.094, 0.000, 0.000, 0.000, 0.000, 0.000, 0.000, 0.000, 0.000, 0.000, 0.000, 0.000], "relative_energy_kcal_mol": 106.3, "energy_ev": -89855.2029, "spin_multiplicity": 4, "lumo_energy_ev": [-2.82, -3.46], "total_charge": 1}

---

No. 2
{"formula": "C5H10O2", "method": "ωB97M-V with the def2-TZVPD basis set", "species": ["O", "C", "C", "C", "C", "C", "H", "H", "H", "H", "H", "H", "H", "H", "H", "H", "O"], "coordinates": [[0.17390, -1.00158, 3.16645], [1.06073, -0.48729, 2.39017], [0.79326, -0.30031, 0.93642], [-0.48841, 0.44684, 0.56352], [-1.04248, 1.33206, 1.62674], [-1.51379, 2.56522, 1.50083], [2.06003, -0.23279, 2.77142], [0.81453, -1.24613, 0.34450], [1.61384, 0.29112, 0.50450], [-1.29284, -0.26157, 0.35752], [-0.33419, 0.91925, -0.41894], [-1.03618, 0.89112, 2.61788], [-1.92427, 3.15384, 2.30365], [-1.50603, 3.06138, 0.54720], [1.50288, -2.65576, -6.13556], [0.22466, -3.47598, -6.27886], [0.89436, -2.99944, -6.79744]], "lowdin_spin": [0.297, 0.396, 0.109, 0.035, 0.020, 0.020, 0.042, 0.049, 0.003, 0.009, 0.006, 0.005, 0.001, 0.002, 0.001, 0.000, 0.005], "relative_energy_kcal_mol": 11.3, "energy_ev": -9440.0445, "spin_multiplicity": 2, "lumo_energy_ev": [2.72, 2.67], "total_charge": -1}